(1)
C5H9ClSi | ωB97M-V/def2-TZVPD

Atoms and positions in Å:
C: -0.103 -2.252 -1.645
C: -0.727 -1.437 -1.030
C: 0.688 -3.197 -2.306
C: 1.172 2.976 1.687
C: -1.634 -0.612 -0.290
Si: -0.561 2.790 2.613
Cl: -0.323 4.268 4.087
H: 0.101 -4.117 -2.192
H: 1.512 -3.293 -1.644
H: 0.964 -2.747 -3.333
H: 1.889 3.696 2.139
H: 1.627 1.999 1.490
H: 1.030 3.386 0.620
H: -2.556 -0.346 -0.914
H: -1.093 0.238 0.329
H: -1.985 -1.350 0.388

M = 132.67 g/mol
2S+1 = 1
lowest unoccupied orbital energy = -0.66 eV
energy above the lowest of the compared OMol25 structures with the same formula, charge and spin = 323.3 kJ/mol
charge = 0
HOMO level = -8.89 eV
total energy = -945.5009 Ha

These are the natural (NBO) partial charges, in e, on atoms 1 to 8:
1 C -0.026
2 C -0.025
3 C -0.689
4 C -1.219
5 C -0.685
6 Si 0.955
7 Cl -0.472
8 H 0.241



(2)
C28H34ClFN5O3P | ωB97M-V/def2-TZVPD

Atoms and positions in Å:
C: 4.726 -2.973 0.757
C: 3.589 -1.952 0.823
C: 2.310 -2.326 -0.005
C: 2.618 -3.216 -1.122
N: 2.796 -3.914 -2.007
P: 1.316 -3.350 1.307
O: 1.936 -4.825 1.045
Cl: -0.536 -3.557 0.447
C: 1.643 -1.008 -0.576
C: 0.526 -1.349 -1.478
N: -0.266 -1.602 -2.257
C: 2.684 -0.230 -1.456
C: 2.247 0.259 -2.841
C: 2.206 -0.841 -3.918
C: 0.818 -1.094 -4.468
O: 0.012 -0.234 -4.650
O: 0.579 -2.408 -4.795
C: 1.168 -0.165 0.642
C: 0.071 0.870 0.412
C: -1.367 0.367 0.371
F: 0.363 1.577 -0.772
H: 4.381 -3.980 1.005
H: 5.505 -2.693 1.476
H: 5.188 -2.989 -0.235
H: 3.278 -1.837 1.872
H: 3.947 -0.970 0.507
H: 1.760 -5.192 0.161
H: 3.561 -0.875 -1.598
H: 3.029 0.643 -0.891
H: 2.987 1.018 -3.123
H: 1.286 0.779 -2.812
H: 2.629 -1.783 -3.552
H: 2.817 -0.546 -4.782
H: -0.055 -2.781 -4.163
H: 0.836 -0.796 1.474
H: 2.047 0.372 1.017
H: 0.166 1.591 1.234
H: -2.039 1.125 0.779
H: -1.458 -0.546 0.972
H: -1.660 0.124 -0.655
C: 2.258 1.731 6.106
C: 0.941 1.736 5.677
C: 0.619 1.041 4.520
N: 1.513 0.369 3.795
C: 2.776 0.376 4.218
C: 3.198 1.036 5.362
H: 2.547 2.259 7.005
H: 0.173 2.266 6.223
H: -0.402 1.026 4.154
H: 3.486 -0.174 3.610
H: 4.238 1.004 5.658
C: -2.898 -0.052 -5.708
C: -4.194 0.329 -6.019
C: -5.203 0.050 -5.109
N: -4.999 -0.567 -3.947
C: -3.747 -0.928 -3.665
C: -2.668 -0.697 -4.504
H: -2.077 0.151 -6.383
H: -4.423 0.836 -6.947
H: -6.228 0.337 -5.320
H: -3.599 -1.430 -2.713
H: -1.676 -1.006 -4.214
C: -5.213 4.457 3.373
C: -3.934 4.982 3.288
C: -2.898 4.142 2.909
N: -3.065 2.852 2.623
C: -4.299 2.360 2.708
C: -5.402 3.117 3.076
H: -6.049 5.081 3.663
H: -3.739 6.023 3.508
H: -1.885 4.521 2.826
H: -4.410 1.309 2.465
H: -6.382 2.663 3.123

M = 574.04 g/mol
2S+1 = 1
lowest unoccupied orbital energy = 0.42 eV
SMILES string = CC[C@@](C#N)(P(O)Cl)[C@](C#N)(CCCC(=O)O)C[C@H](C)F.c1ccncc1.c1ccncc1.c1ccncc1
energy above the lowest of the compared OMol25 structures with the same formula, charge and spin = 0.0 kJ/mol
charge = 0
HOMO level = -8.88 eV
total energy = -2488.2778 Ha

These are the Mulliken partial charges, in e, on atoms 1 to 8:
1 C -1.536
2 C -0.943
3 C 1.723
4 C -0.166
5 N -0.582
6 P 0.405
7 O -0.497
8 Cl -0.208